(1)
This record from the Open Molecules 2025 dataset describes one molecule with the formula C3H8N2O. The level of theory is the ωB97M-V functional and the def2-TZVPD basis.

Each line ends with the Löwdin charge.
Atoms and positions in Å:
C1 0.330381 -1.861188 0.408548  -0.0654
C2 0.468958 -0.417455 -0.209304  -0.3783
N1 1.688843 0.214265 -0.190350  0.0680
C3 -0.692782 0.244555 -0.023171  -0.1479
N2 -0.934583 1.550291 -0.403320  -0.1179
O1 -1.810496 2.333720 0.358204  -0.0606
H1 0.965318 -2.498810 -0.212838  0.0580
H2 0.729962 -1.934409 1.425330  0.0699
H3 -0.676322 -2.285656 0.400832  0.0667
H4 2.524327 -0.319855 0.038096  0.0916
H5 1.824004 0.875905 -0.948062  0.0843
H6 -1.636829 -0.284576 0.085555  0.1116
H7 -0.119420 2.132353 -0.616687  0.1205
H8 -2.661362 2.250861 -0.112831  0.0995

Cartesian forces (eV/Å) of the 6 atoms listed first:
1.532 0.453 -1.410
-2.873 -1.769 3.712
1.389 0.689 -0.781
-0.495 -0.111 -1.102
1.101 1.381 -1.473
-0.857 -0.356 0.308

highest occupied orbital energy: -7.12 eV
SMILES: C/C(N)=C/NO
energy relative to the best compared isomer or geometry (same formula, charge and spin): 368.51 kJ/mol
lowest unoccupied orbital energy: 1.03 eV
gap between HOMO and LUMO: 0.2992 hartree
total charge: 0
E: -303.751770 a.u.



(2)
This record from the Open Molecules 2025 dataset describes one molecule with the formula C3H8N2O. The level of theory is the ωB97M-V functional and the def2-TZVPD basis.

Each line ends with the Löwdin charge.
Atoms and positions in Å:
N1 2.652754 -0.502179 1.096143  -0.0071
C1 1.233910 -0.710520 1.045252  -0.2939
C2 0.624773 0.157778 -0.054237  -0.2248
N2 -0.810089 0.115871 -0.046096  0.0184
C3 -1.539344 0.317511 -1.178513  -0.3671
O1 -2.720378 0.571399 -1.197936  0.0210
H1 2.907597 0.471018 1.202787  0.0675
H2 3.127554 -1.037009 1.805769  0.0674
H3 0.691537 -0.423657 1.933138  0.0995
H4 1.035248 -1.738376 0.818214  0.1102
H5 1.027287 1.169816 0.079586  0.1172
H6 0.993894 -0.156722 -1.030578  0.1187
H7 -1.250743 0.130338 0.860457  0.1408
H8 -0.919549 0.184040 -2.079853  0.1322

Cartesian forces (eV/Å) of the 6 atoms listed first:
0.622 0.162 -0.231
-0.367 0.698 -0.693
0.912 -0.104 -0.207
0.255 -0.067 -0.084
-0.158 -0.090 0.616
-0.031 -0.091 -0.179

highest occupied orbital energy: -9.63 eV
SMILES: NCCNC=O
energy relative to the best compared isomer or geometry (same formula, charge and spin): 89.13 kJ/mol
lowest unoccupied orbital energy: 0.91 eV
gap between HOMO and LUMO: 0.3874 hartree
total charge: 0
E: -303.858183 a.u.



(3)
This record from the Open Molecules 2025 dataset describes one molecule with the formula C3H8N2O. The level of theory is the ωB97M-V functional and the def2-TZVPD basis.

Each line ends with the Löwdin charge.
Atoms and positions in Å:
C1 2.155118 0.407306 0.121931  -0.1700
N1 1.401947 -0.746410 -0.310321  0.0028
C2 0.129325 -0.667033 -0.259794  -0.5322
O1 -0.607488 -1.725890 -0.665381  0.0640
N2 -0.631999 0.377707 0.173085  0.0169
C3 -2.077971 0.447722 0.143940  -0.0749
H1 3.223273 0.183598 0.064086  0.0662
H2 1.974995 1.293087 -0.510521  0.0761
H3 1.939899 0.695777 1.165211  0.0751
H4 0.062209 -2.373548 -0.935224  0.1171
H5 -0.125834 1.203374 0.446320  0.1146
H6 -2.424114 1.237698 -0.533626  0.0825
H7 -2.481524 0.640996 1.144859  0.0820
H8 -2.472859 -0.504042 -0.210115  0.0799

Cartesian forces (eV/Å) of the 6 atoms listed first:
0.142 0.165 0.066
-0.342 0.062 0.026
0.177 0.145 0.047
0.109 -0.108 -0.045
0.236 0.023 -0.004
-0.188 -0.040 -0.033

highest occupied orbital energy: -8.64 eV
SMILES: C/N=C(/O)NC
energy relative to the best compared isomer or geometry (same formula, charge and spin): 97.25 kJ/mol
lowest unoccupied orbital energy: 0.89 eV
gap between HOMO and LUMO: 0.3502 hartree
total charge: 0
E: -303.855088 a.u.



(4)
This record from the Open Molecules 2025 dataset describes one molecule with the formula C3H8N2O. The level of theory is the ωB97M-V functional and the def2-TZVPD basis.

Each line ends with the Löwdin charge.
Atoms and positions in Å:
C1 2.200266 -0.188953 -0.309145  -0.1279
N1 0.989984 0.024077 0.453098  -0.1706
N2 -0.123535 -0.726200 0.005682  -0.0164
C2 -1.476586 -0.402707 -0.069234  -0.4916
C3 -1.867635 1.096505 -0.092253  -0.0280
O1 -2.387342 -1.278883 -0.036356  -0.0146
H1 1.915023 0.021800 -1.383072  0.1002
H2 2.465689 -1.280609 -0.218562  0.0795
H3 3.032287 0.380978 0.001790  0.0551
H4 1.097080 -0.127392 1.534602  0.1632
H5 0.147023 -1.762299 0.153030  0.1733
H6 -1.113915 1.821423 -0.551086  0.0830
H7 -2.833121 1.070430 -0.585020  0.0569
H8 -2.045223 1.351836 1.096526  0.1377

Cartesian forces (eV/Å) of the 6 atoms listed first:
-1.847 -2.392 -1.572
-1.301 1.673 3.041
1.475 -3.231 0.434
-1.368 -0.743 0.798
0.824 -0.088 2.388
3.064 2.215 -0.390

highest occupied orbital energy: -9.48 eV
SMILES: CNNC(C)=O
energy relative to the best compared isomer or geometry (same formula, charge and spin): 250.38 kJ/mol
lowest unoccupied orbital energy: 0.84 eV
gap between HOMO and LUMO: 0.3792 hartree
total charge: 0
E: -303.796764 a.u.